{"formula": "C26H47F3N2O6", "method": "ωB97M-V with the def2-TZVPD basis set", "species": ["C", "C", "C", "O", "C", "O", "C", "C", "C", "C", "F", "C", "F", "F", "C", "C", "O", "C", "C", "O", "C", "C", "O", "C", "C", "O", "C", "H", "H", "H", "H", "H", "H", "H", "H", "H", "H", "H", "H", "H", "H", "H", "H", "H", "H", "H", "H", "H", "H", "H", "H", "H", "H", "H", "H", "H", "H", "H", "H", "H", "C", "C", "C", "C", "N", "H", "H", "H", "H", "H", "H", "H", "C", "C", "C", "C", "N", "H", "H", "H", "H", "H", "H", "H"], "xyz": [[3.93328, 2.92541, 2.66873], [4.57829, 3.59375, 1.43383], [5.23696, 2.58145, 0.48396], [4.59720, 1.31098, 0.44746], [3.32494, 1.37823, -0.16644], [2.98388, 0.12095, -0.63294], [2.02288, -0.56729, 0.18057], [2.60724, -0.97445, 1.52104], [1.49809, -1.36379, 2.52539], [1.47026, -0.55830, 3.77294], [2.64705, -0.26004, 4.37308], [0.32822, -0.16195, 4.37191], [0.02223, -0.40773, 5.64176], [-0.63032, 0.54638, 3.80019], [1.51026, -1.74393, -0.68352], [0.09754, -1.48445, -1.17215], [-0.74535, -0.99919, -0.12947], [-2.05531, -1.54412, -0.18453], [-2.88677, -0.87696, 0.90811], [-3.96158, -0.14381, 0.34174], [-5.22280, -0.38028, 0.90709], [-5.57346, 0.61542, 2.05721], [-4.59907, 1.61555, 2.18675], [-4.98101, 2.87933, 1.66636], [-3.73064, 3.68550, 1.39109], [1.73993, -3.01803, -0.08741], [0.61763, -3.73371, 0.38601], [4.11389, 3.54762, 3.54510], [4.33605, 1.92960, 2.84319], [2.85199, 2.86090, 2.54755], [3.83279, 4.16589, 0.88058], [5.35942, 4.26062, 1.79883], [5.28396, 2.97014, -0.53662], [6.25187, 2.38642, 0.83326], [2.59936, 1.75157, 0.56916], [3.37354, 2.09848, -0.99328], [1.21800, 0.14358, 0.39310], [3.34391, -1.76692, 1.40188], [3.14842, -0.13398, 1.95842], [0.50863, -1.31120, 2.06545], [1.66201, -2.39702, 2.85093], [2.15215, -1.71759, -1.56763], [-0.34789, -2.33205, -1.69577], [0.17788, -0.68376, -1.91833], [-2.53311, -1.35633, -1.14287], [-2.02617, -2.63137, -0.04358], [-2.23414, -0.15963, 1.41686], [-3.22404, -1.58820, 1.66707], [-5.94068, -0.23556, 0.09515], [-5.33643, -1.41500, 1.24799], [-6.56334, 1.03218, 1.84626], [-5.65650, 0.08485, 3.00897], [-5.63493, 3.39495, 2.37982], [-5.53879, 2.73771, 0.73324], [-3.13374, 3.79465, 2.29495], [-4.02957, 4.66358, 1.01018], [-3.13981, 3.19675, 0.61737], [0.05748, -4.17793, -0.44297], [1.00696, -4.56787, 0.97085], [-0.03748, -3.14370, 1.02660], [4.77271, 1.82081, -4.73142], [4.97051, 3.21331, -5.32053], [5.89717, 4.09109, -4.47200], [5.33581, 4.35857, -3.15021], [4.89784, 4.54128, -2.10521], [4.29123, 1.86512, -3.75321], [4.14132, 1.21775, -5.38327], [5.72721, 1.30409, -4.61686], [4.00277, 3.70449, -5.43533], [5.40340, 3.12645, -6.31856], [6.07225, 5.04427, -4.97343], [6.87012, 3.61029, -4.35588], [-5.09927, -5.18391, 0.06436], [-6.03124, -4.68138, -1.03224], [-5.37387, -4.67807, -2.41681], [-4.24424, -3.75403, -2.48031], [-3.34825, -3.03819, -2.51946], [-4.22743, -4.53572, 0.17197], [-5.61607, -5.20662, 1.02351], [-4.74801, -6.19452, -0.15142], [-6.37586, -3.67493, -0.78754], [-6.91592, -5.31865, -1.07578], [-6.10336, -4.38706, -3.17415], [-5.03010, -5.68077, -2.67664]], "mulliken_charge": [-1.052, -0.472, -0.227, -0.363, -0.427, -0.550, 0.218, -0.230, 0.343, 0.230, -0.334, 0.112, -0.253, -0.166, 0.117, -1.099, -0.344, -0.206, -0.642, -0.388, -0.378, -0.719, -0.297, -0.205, -1.198, -0.467, -0.649, 0.455, 0.183, 0.247, 0.219, 0.499, 0.065, 0.366, 0.262, 0.384, 0.500, 0.315, 0.010, -0.356, 0.215, 0.404, 0.472, 0.446, 0.480, 0.108, 0.147, 0.523, 0.350, 0.302, 0.386, 0.357, 0.308, 0.335, 0.291, 0.383, 0.250, 0.315, 0.328, 0.105, -0.896, -0.411, -0.546, 0.341, -0.460, 0.119, 0.344, 0.310, 0.298, 0.307, 0.313, 0.279, -0.922, -0.337, -0.538, 0.313, -0.431, 0.076, 0.322, 0.381, 0.231, 0.315, 0.291, 0.290], "homo_lumo_gap_ev": 8.8, "smiles": "CCCOCO[C@H](CCC(F)=C(F)F)[C@H](COCCOCCOCC)OC.CCCC#N.CCCC#N", "e_homo_ev": -8.197, "lumo_energy_ev": 0.5718, "spin_multiplicity": 1}

***

{"formula": "C22H51F7N8O26S5", "method": "ωB97M-V with the def2-TZVPD basis set", "species": ["C", "C", "O", "N", "H", "H", "C", "H", "H", "H", "H", "H", "H", "C", "C", "O", "N", "H", "H", "C", "H", "H", "H", "H", "H", "H", "C", "C", "O", "N", "H", "H", "C", "H", "H", "H", "H", "H", "H", "C", "C", "O", "N", "H", "H", "C", "H", "H", "H", "H", "H", "H", "C", "C", "O", "N", "H", "H", "C", "H", "H", "H", "H", "H", "H", "C", "C", "O", "N", "H", "H", "C", "H", "H", "H", "H", "H", "H", "C", "F", "F", "F", "S", "O", "O", "O", "N", "S", "O", "O", "F", "S", "O", "O", "F", "N", "S", "O", "O", "F", "S", "O", "O", "F", "O", "C", "O", "O", "H", "O", "C", "O", "O", "H", "O", "C", "O", "O", "H"], "xyz": [[-1.62517, 7.17992, -1.18119], [-2.30171, 6.38605, -0.09355], [-2.84723, 6.95603, 0.85438], [-2.33417, 4.87122, -0.21109], [-2.81953, 4.65941, -1.07112], [-1.40121, 4.49437, -0.29875], [-2.89755, 4.05629, 0.99722], [-1.09694, 8.01441, -0.71999], [-2.38201, 7.48156, -1.90527], [-0.86159, 6.57018, -1.66415], [-3.93291, 4.37780, 1.11016], [-2.28936, 4.20999, 1.88862], [-2.81736, 3.02708, 0.64735], [3.54387, 2.05248, -1.97522], [3.40809, 3.20610, -2.88625], [4.34766, 3.43977, -3.63538], [2.22148, 4.07713, -2.82759], [1.59292, 3.79890, -2.08758], [2.52910, 5.02393, -2.65718], [1.48472, 4.01580, -4.25335], [3.11127, 2.22273, -0.98933], [4.53135, 1.60137, -1.87792], [2.91439, 1.24469, -2.34848], [0.68114, 4.72309, -4.04816], [1.13400, 3.00653, -4.46894], [2.18340, 4.41422, -4.98901], [2.06527, -1.16020, -5.25518], [0.92918, -0.85297, -4.28854], [0.80781, 0.15941, -3.61810], [-0.06925, -2.02080, -4.25357], [0.44279, -2.85301, -4.50920], [-0.40261, -2.16637, -3.31135], [-1.34129, -1.84748, -5.13427], [2.94411, -0.51722, -5.20695], [1.73541, -1.08997, -6.29170], [2.39463, -2.19541, -5.16615], [-1.86626, -2.79567, -5.01824], [-0.92669, -1.85561, -6.14230], [-1.76315, -0.93995, -4.70240], [0.33102, -2.13125, 2.48038], [0.19839, -0.79744, 1.87567], [0.27276, 0.28529, 2.44961], [-0.07464, -0.89356, 0.36881], [0.61698, -1.57440, 0.08912], [-0.96669, -1.35218, 0.25048], [0.13210, 0.46101, -0.39611], [1.15973, -2.70338, 2.06323], [-0.59333, -2.69986, 2.37849], [0.62674, -1.89009, 3.50140], [-0.12323, 0.45247, -1.45576], [1.18812, 0.72454, -0.33705], [-0.48709, 1.27328, -0.01542], [0.40030, -7.55768, 2.04532], [0.00614, -6.12453, 1.82106], [0.82160, -5.17753, 1.67470], [-1.50200, -5.84329, 1.58350], [-1.59962, -5.07790, 0.93177], [-1.95957, -6.58539, 1.07358], [-2.21931, -5.50230, 2.84816], [0.11656, -7.90325, 3.03939], [1.46962, -7.65080, 1.85565], [0.03039, -8.19465, 1.24187], [-3.26606, -5.61363, 2.56531], [-1.94314, -4.48176, 3.11333], [-1.93858, -6.16890, 3.66360], [4.04579, 0.79829, 2.63542], [3.71187, -0.42886, 3.35782], [3.34807, -1.46800, 2.87585], [3.92047, -0.31304, 4.86439], [4.33896, -1.18699, 5.14932], [4.49435, 0.48280, 5.10397], [2.54613, -0.17618, 5.58301], [5.05596, 1.12460, 2.88272], [3.30556, 1.53189, 2.95476], [4.03028, 0.60727, 1.56240], [1.90934, 0.55088, 5.07905], [2.74567, 0.13824, 6.60742], [2.05574, -1.14621, 5.50136], [3.88868, -3.84104, -0.04545], [5.14377, -3.58443, 0.09803], [3.91086, -5.00032, -0.70106], [3.38901, -4.00726, 1.20184], [3.08198, -2.37840, -1.11002], [3.63369, -2.54210, -2.45661], [1.64044, -2.47521, -1.06859], [3.56331, -1.10095, -0.53411], [-4.71289, 0.02634, 2.98124], [-3.41055, 0.43415, 2.30012], [-2.79056, 1.59330, 2.85468], [-3.18775, 0.19492, 0.87577], [-2.51131, -0.73265, 2.86061], [-5.74105, 0.94874, 1.95107], [-6.29160, 0.15423, 0.88283], [-5.36595, 2.34775, 1.72995], [-6.98966, 1.11763, 2.97939], [-3.32194, 4.38214, -2.63647], [-3.08291, 5.10163, -3.92861], [-3.80734, 4.78178, -5.14709], [-1.77989, 5.74145, -4.04079], [-3.88053, 6.45579, -3.53505], [-2.58416, 2.92130, -3.17467], [-1.17333, 2.91732, -3.60134], [-3.45407, 1.97339, -3.89583], [-2.38194, 2.33058, -1.70061], [0.83701, -3.53456, 5.82088], [-0.11866, -4.42099, 5.55825], [0.19538, -5.55530, 5.14422], [-1.31894, -4.05432, 5.59492], [0.21052, -3.04317, 6.35721], [1.74922, 2.96733, 1.06625], [0.74801, 3.70085, 0.65204], [0.28078, 4.43794, 1.56873], [0.33482, 3.65757, -0.49247], [1.38731, 3.36245, 1.86280], [-2.83291, -4.38260, -1.67497], [-2.09399, -3.40703, -1.24492], [-2.04914, -3.30366, -0.03289], [-1.71451, -2.50781, -1.98538], [-2.63121, -4.44005, -2.61178]], "mulliken_charge": [-0.921, 0.853, -0.523, 0.817, 0.646, -0.548, -0.842, 0.384, 0.262, 0.110, 0.612, 0.395, 0.098, -0.067, 0.295, -0.556, 0.562, -0.219, 0.427, -0.646, -0.042, 0.480, -0.074, 0.273, 0.262, 0.388, -1.513, 0.587, -0.126, 0.253, 0.485, 0.095, -0.796, 0.333, 0.438, 0.414, 0.295, 0.381, 0.345, -0.730, 0.560, -0.535, 1.793, -0.201, -0.085, -0.155, 0.014, 0.408, -0.087, 0.005, 0.096, -0.135, -1.341, 0.558, -0.227, 0.388, -0.174, 0.506, -0.703, 0.319, 0.323, 0.444, 0.393, 0.171, 0.369, -0.774, 0.324, -0.405, -0.057, 0.409, 0.415, -0.736, 0.507, 0.383, -0.048, 0.311, 0.405, 0.300, 0.413, -0.222, -0.235, -0.194, 1.089, -0.664, -0.678, -0.644, -0.553, 1.231, -0.630, -0.453, -0.250, 1.041, -0.587, -0.506, -0.287, -0.273, 0.852, -0.642, -0.572, -0.327, 0.828, -0.353, -0.551, -0.167, -0.434, 0.715, -0.756, -0.737, 0.277, -0.358, 0.516, -0.856, -0.742, 0.310, -0.510, 0.419, -0.819, -0.592, 0.276], "homo_lumo_gap_ev": 6.0, "e_homo_ev": -7.303, "lumo_energy_ev": -1.3238, "spin_multiplicity": 1}

***

{"formula": "C2H2BrF3O", "method": "ωB97M-V with the def2-TZVPD basis set", "species": ["C", "C", "O", "F", "F", "F", "Br", "H", "H"], "xyz": [[-0.55809, 0.21902, -0.34130], [-0.10198, -0.36370, 0.97566], [1.53153, 0.55225, -1.08358], [-1.02742, -1.12618, 1.55140], [0.97655, -1.12662, 0.90051], [0.16026, 0.64748, 1.77795], [-1.45460, -0.90818, -1.45513], [-0.87199, 1.38656, -0.30237], [1.34573, 0.71937, -2.02315]], "nbo_charge": [-0.172, 0.892, -0.771, -0.314, -0.291, -0.304, 0.232, 0.287, 0.440], "homo_lumo_gap_ev": [8.8, 8.8], "e_homo_ev": [-10.487, -10.486], "lumo_energy_ev": [-1.6891, -1.6891], "spin_multiplicity": 1}

***

{"formula": "C4H11O4", "method": "ωB97M-V with the def2-TZVPD basis set", "species": ["C", "O", "C", "C", "C", "O", "H", "H", "H", "H", "H", "H", "H", "H", "H", "O", "H", "H", "O"], "xyz": [[-0.19989, 1.40583, 0.90576], [-1.20113, 0.72662, 0.41017], [1.16954, 0.63257, 0.73319], [1.36122, 0.05799, -0.65366], [2.86321, -0.45578, -0.73676], [3.19885, -1.15856, -1.61193], [-0.44990, 2.51836, 0.37549], [-0.39724, 1.66187, 2.00218], [1.95847, 1.20362, 1.09384], [1.19520, -0.34257, 1.29659], [1.11543, 0.82935, -1.26239], [0.79676, -0.80445, -1.00851], [3.66678, -0.11401, -0.12016], [-3.68497, 2.14692, 0.84720], [-2.56432, 0.91444, 0.23510], [-3.69668, 1.16697, 0.51440], [-2.00156, -2.74968, -1.06557], [-1.14684, -3.91740, -0.80126], [-1.98292, -3.72208, -1.15369]], "mulliken_spin": [0.022, 0.749, -0.019, 0.010, 0.000, 0.000, 0.133, 0.087, 0.004, 0.002, -0.004, 0.000, 0.000, 0.000, 0.002, 0.014, 0.000, 0.000, 0.000], "homo_lumo_gap_ev": [10.4, 6.8], "s2": 0.756, "e_homo_ev": [-10.009, -9.920], "lumo_energy_ev": [0.3763, -3.0980], "spin_multiplicity": 2}

***

{"formula": "C4H9S", "method": "ωB97M-V with the def2-TZVPD basis set", "species": ["C", "S", "H", "H", "H", "C", "C", "C", "H", "H", "H", "H", "H", "H"], "xyz": [[-2.30610, -1.83798, 0.54462], [-2.94897, -0.13408, 1.05174], [-1.42552, -2.04601, 1.21829], [-3.21097, -2.47897, 0.44123], [-1.77802, -1.65184, -0.43446], [0.32866, 0.84861, 0.37804], [1.52267, 1.35191, -0.38608], [2.59922, 0.66506, -0.84195], [-0.56788, 0.88881, -0.27607], [0.39557, -0.20647, 0.58223], [-0.10702, 1.51023, 1.16496], [1.36812, 2.29832, -0.91075], [3.30638, 1.26551, -1.46084], [2.82388, -0.47311, -1.07095]], "nbo_charge": [-0.761, -0.777, 0.185, 0.199, 0.172, -0.702, -0.148, -0.468, 0.271, 0.220, 0.253, 0.187, 0.171, 0.199], "homo_lumo_gap_ev": 5.8, "total_charge": -1, "e_homo_ev": -2.139, "lumo_energy_ev": 3.6844, "spin_multiplicity": 1}

***

{"formula": "C4H7NO", "method": "ωB97M-V with the def2-TZVPD basis set", "species": ["H", "N", "C", "C", "C", "C", "O", "H", "H", "H", "H", "H", "H"], "xyz": [[-0.77692, -0.89433, 2.41061], [-0.88562, 0.07512, 2.09325], [-0.62762, 0.04700, 0.86394], [-0.51388, 1.17532, -0.14275], [0.22064, 0.33804, -1.22704], [0.98938, -0.99297, -0.28502], [-0.32931, -1.15141, 0.24845], [-1.52414, 1.57494, -0.39091], [0.05802, 2.04804, 0.20410], [0.99939, 0.81826, -1.76714], [-0.57066, -0.06649, -1.90861], [1.67363, -1.00121, 0.64069], [1.28712, -1.97029, -0.73958]], "nbo_charge": [0.349, -0.650, 0.555, -0.517, -0.357, -0.116, -0.559, 0.242, 0.237, 0.201, 0.223, 0.192, 0.201], "homo_lumo_gap_ev": 10.7, "smiles": "[H]/N=C1/CCCO1", "e_homo_ev": -9.710, "lumo_energy_ev": 1.0094, "spin_multiplicity": 1}

***

Summary of E in eV
-51136.0870 -161987.1372 -82345.4036 -12511.1419 -15127.8484 -7796.5148
(order as listed above)